No. 1
# C12H25CaCl10CsF7N6O3P

A molecular structure, C12H25CaCl10CsF7N6O3P at a distorted geometry (ωB97M-V/def2-TZVPD, the Open Molecules 2025 dataset).

- DFT total energy (eV) = -200445.4692
- Kohn-Sham gap (Ha) = 0.047

```
! wB97M-V def2-TZVPD RIJCOSX def2/J DEFGRID3
* xyz 0 1
N -0.188 -2.417 2.406
C 0.050 -1.529 1.697
C 0.342 -0.573 0.635
C -0.435 0.709 1.043
N -1.833 0.656 0.606
C 1.825 -0.193 0.563
C 2.246 0.005 1.958
N 2.515 0.190 3.081
C 2.791 -1.218 -0.012
C 2.311 -1.917 -1.300
N 1.497 -3.096 -0.987
N 1.662 -1.081 -2.247
N 3.566 -2.413 -1.970
H -0.024 -0.932 -0.307
H 0.049 1.570 0.619
H -0.387 0.800 2.122
H -1.933 0.054 -0.204
H -2.436 0.345 1.364
H 1.919 0.775 0.090
H 3.716 -0.681 -0.224
H 3.056 -1.990 0.698
H 1.364 -3.101 0.018
H 2.086 -3.899 -1.156
H 0.666 -1.189 -2.249
H 1.905 -0.098 -2.150
H 4.248 -1.690 -1.921
H 3.296 -2.595 -2.948
C -4.620 2.456 -0.626
O -5.502 2.275 -1.586
H -5.025 2.804 0.357
H -3.977 1.580 -0.363
H -3.844 3.249 -0.810
Cs -3.977 -0.023 2.305
O 2.812 3.124 1.532
H 2.987 2.295 1.991
H 2.621 3.750 2.238
Ca 5.107 -1.181 -3.157
F -1.556 5.819 0.944
P -2.777 5.860 2.051
F -3.152 4.447 1.255
F -2.756 4.874 3.392
F -4.407 5.923 2.329
F -3.119 7.337 1.400
F -1.705 6.689 2.993
C -9.173 -2.819 0.897
Cl -10.826 -2.297 0.585
Cl -8.046 -1.663 0.177
Cl -8.897 -2.896 2.643
Cl -8.910 -4.414 0.190
Cl 5.315 1.234 2.063
C 6.587 2.229 1.326
C 6.607 2.118 -0.174
Cl 7.129 0.479 -0.700
H 7.536 1.927 1.762
H 6.391 3.262 1.606
H 7.320 2.828 -0.588
H 5.631 2.317 -0.608
F 0.825 1.129 -1.381
O 0.855 -6.021 -2.938
H 1.018 -5.219 -2.430
H 1.617 -6.585 -2.769
C -2.392 -4.284 -3.030
Cl -3.731 -3.690 -2.042
Cl -2.088 -5.978 -2.667
Cl -2.797 -4.110 -4.740
Cl -0.954 -3.318 -2.650
*
```

No. 2
# C12H25Cl3N5

2 unconnected molecules or ions with the total composition C12H25Cl3N5 at a distorted geometry (ωB97M-V/def2-TZVPD, the Open Molecules 2025 dataset).

- DFT total energy (eV) = -57862.1329
- energy relative to the best compared isomer or geometry (same formula, charge and spin) (kcal/mol) = 0.0
- Kohn-Sham gap (Ha) = 0.370

```
! wB97M-V def2-TZVPD RIJCOSX def2/J DEFGRID3
* xyz 1 1
C -1.224 0.379 0.806
C -1.663 0.592 -0.654
C -2.564 -0.588 -1.082
C -0.502 0.667 -1.654
C 0.750 1.444 -1.186
C 1.952 1.006 -1.946
N 1.986 0.978 -3.286
C 3.208 0.521 -3.710
Cl 3.619 0.319 -5.334
C 3.938 0.273 -2.614
N 3.133 0.580 -1.521
C 3.622 0.394 -0.149
C 2.877 -0.655 0.715
N 1.893 -1.372 -0.095
N 2.272 -0.023 1.865
N 3.939 -1.543 1.255
H -1.202 1.325 1.351
H -0.243 -0.087 0.847
H -1.948 -0.246 1.328
H -2.295 1.480 -0.731
H -3.087 -0.397 -2.019
H -3.245 -0.874 -0.285
H -1.917 -1.453 -1.265
H -0.207 -0.321 -2.006
H -0.883 1.203 -2.532
H 0.961 1.296 -0.130
H 0.623 2.517 -1.355
H 1.216 1.245 -3.881
H 4.938 -0.109 -2.520
H 4.640 0.030 -0.253
H 3.701 1.357 0.356
H 2.331 -1.885 -0.852
H 1.383 -2.028 0.484
H 1.463 -0.528 2.200
H 2.033 0.945 1.715
H 4.006 -2.378 0.680
H 3.632 -1.868 2.166
Cl -3.932 -0.565 4.646
C -5.137 0.270 3.633
C -5.864 -0.678 2.715
Cl -4.779 -1.347 1.462
H -4.618 1.042 3.072
H -5.850 0.745 4.305
H -6.662 -0.149 2.199
H -6.293 -1.514 3.260
*
```

No. 3
# C12H25F3O12S3

3 unconnected molecules or ions with the total composition C12H25F3O12S3 at a distorted geometry (ωB97M-V/def2-TZVPD, the Open Molecules 2025 dataset).

- DFT total energy (eV) = -78074.9166
- Kohn-Sham gap (Ha) = 0.402

```
! wB97M-V def2-TZVPD RIJCOSX def2/J DEFGRID3
* xyz 0 1
O -0.426 0.669 3.903
C -0.820 1.739 3.514
O -1.737 2.470 4.143
C -3.086 2.079 3.785
C -3.538 2.561 2.402
C -4.402 1.519 1.677
C -3.548 0.301 1.343
O -3.929 -0.229 0.090
O -0.286 2.234 2.301
S 0.127 3.790 2.230
O -0.874 4.689 2.669
O 0.580 4.009 0.909
C 1.597 4.071 3.324
F 2.521 3.151 3.172
F 1.236 4.199 4.579
F 2.079 5.230 2.914
H -3.178 1.001 3.885
H -3.738 2.521 4.521
H -2.683 2.732 1.766
H -4.072 3.495 2.521
H -4.679 1.980 0.736
H -5.278 1.262 2.260
H -2.508 0.623 1.271
H -3.642 -0.439 2.136
H -3.465 -1.056 -0.032
C 2.995 2.861 -1.198
C 4.300 2.136 -0.940
O 4.086 0.744 -0.621
S 3.731 -0.254 -1.804
C 3.980 -1.748 -0.908
O 4.729 -0.149 -2.822
O 2.340 -0.123 -2.112
H 2.519 2.504 -2.111
H 3.169 3.932 -1.304
H 2.295 2.697 -0.382
H 4.983 2.228 -1.786
H 4.800 2.562 -0.073
H 5.029 -1.820 -0.633
H 3.702 -2.569 -1.562
H 3.345 -1.738 -0.026
C 0.781 -2.594 -2.714
C 0.226 -3.459 -3.826
O -0.168 -4.771 -3.364
S -1.536 -4.895 -2.563
C -1.671 -6.649 -2.630
O -2.580 -4.304 -3.340
O -1.324 -4.496 -1.207
H 0.006 -2.342 -1.991
H 1.180 -1.668 -3.110
H 1.567 -3.121 -2.175
H -0.614 -2.973 -4.325
H 0.992 -3.630 -4.580
H -1.791 -6.952 -3.666
H -2.545 -6.928 -2.047
H -0.776 -7.085 -2.196
*
```

No. 4
# C12H25InNO4PS

A molecular structure, C12H25InNO4PS at a distorted geometry (ωB97M-V/def2-TZVPD, the Open Molecules 2025 dataset).

- DFT total energy (eV) = -47788.3155
- Kohn-Sham gap (alpha / beta) (Ha) = 0.213 / 0.193

```
! wB97M-V def2-TZVPD RIJCOSX def2/J DEFGRID3
* xyz 3 2
C -2.912 0.284 1.664
C -1.890 -0.060 0.382
C -2.872 -0.212 -0.918
C -0.910 1.274 0.283
C 0.513 1.023 -0.466
C 1.794 1.860 0.117
C 1.873 2.025 1.735
C 1.829 0.642 2.605
S 0.326 0.498 3.756
P 0.264 1.704 -2.279
O -0.215 3.220 -2.299
O -0.659 0.635 -3.294
O 1.904 1.725 -2.962
C 0.981 -0.525 -0.648
C 0.000 -1.683 -0.087
C 0.964 -2.693 0.839
C -0.433 -2.640 -1.389
N -1.136 -1.288 0.796
O -2.061 -2.266 0.943
H -3.817 -0.491 1.718
H -2.357 0.285 2.695
H -3.420 1.325 1.401
H -2.671 0.717 -1.637
H -2.836 -1.244 -1.465
H -4.006 -0.072 -0.570
H -1.529 2.065 -0.362
H -0.860 1.718 1.363
H 2.797 1.412 -0.338
H 1.716 2.956 -0.347
H 2.899 2.583 1.986
H 1.028 2.767 2.137
H 2.770 0.677 3.339
H 1.942 -0.347 1.992
H -0.243 -0.785 3.526
H -0.223 -0.258 -3.421
H 2.401 0.904 -2.630
H 1.160 -0.743 -1.809
H 2.066 -0.637 -0.163
H 0.828 -2.417 1.975
H 0.538 -3.792 0.683
H 2.075 -2.721 0.474
H 0.607 -3.060 -1.800
H -1.042 -3.596 -1.061
H -0.922 -2.032 -2.261
In 3.739 1.262 -4.207
*
```